1.
{"formula": "C8H14N2O2S2", "method": "ωB97M-V/def2-TZVPD", "de_lowest_kj_mol": 570.7, "fmax_ev_per_a": 4.47, "e_tot_ev": -37263.7319, "symbols": ["C", "C", "C", "C", "C", "C", "C", "C", "N", "N", "O", "O", "S", "S", "H", "H", "H", "H", "H", "H", "H", "H", "H", "H", "H", "H", "H", "H"], "coordinates": [[1.99918, 0.44517, -1.01437], [-0.49843, 1.21619, 0.37312], [-0.98409, -0.66713, -2.34252], [-3.03417, -0.73883, -0.72780], [1.04720, 3.12623, 1.40770], [2.03633, -1.93040, 1.99100], [1.53759, 0.19113, 0.27526], [-1.98197, 0.12805, -1.38509], [2.47333, 0.85055, -2.01756], [-1.38623, 0.96876, -0.35984], [-0.39343, -1.33754, 1.19023], [1.15889, -2.36429, -0.53377], [-0.45810, 2.12931, 1.80196], [0.92384, -1.44025, 0.54455], [-0.06809, -0.98318, -1.83413], [-1.49981, -1.57212, -2.56188], [-0.68616, -0.16070, -3.16907], [-2.60066, -1.61785, -0.30097], [-3.84181, -1.06211, -1.33985], [-3.50065, -0.20119, 0.04411], [0.96256, 3.34071, 0.28533], [1.94852, 2.49113, 1.83107], [1.02908, 3.99828, 1.92161], [3.05338, -1.78764, 1.68618], [1.49260, -1.46490, 2.77234], [1.82488, -2.96321, 2.16044], [2.02880, 0.58251, 1.18777], [-2.58257, 0.82332, -1.88579]], "lowdin_charge": [-0.337, -0.514, 0.018, -0.052, -0.335, -0.103, -0.306, -0.327, 0.141, 0.107, -0.364, -0.323, 0.920, 0.627, 0.034, 0.075, 0.041, 0.070, 0.078, 0.068, 0.083, 0.075, -0.023, 0.061, 0.043, 0.048, 0.081, 0.115]}

2.
{"formula": "C8H14N2O5", "method": "ωB97M-V/def2-TZVPD", "smiles": "C[C@H](NC(=O)[C@@H](N)CCC(=O)O)C(=O)O", "de_lowest_kj_mol": 101.9, "fmax_ev_per_a": 2.81, "e_tot_ev": -21741.5437, "symbols": ["C", "C", "N", "C", "O", "C", "N", "C", "C", "C", "O", "O", "C", "O", "O", "H", "H", "H", "H", "H", "H", "H", "H", "H", "H", "H", "H", "H", "H"], "coordinates": [[-2.27623, -1.08890, 1.59966], [-1.62336, -0.61148, 0.34200], [-1.86019, 0.76001, 0.15450], [-1.00732, 1.77760, -0.22166], [-1.50344, 2.89307, -0.29642], [0.39883, 1.35924, -0.52843], [0.99339, 2.35967, -1.42830], [1.29883, 1.07231, 0.68484], [2.55227, 0.29026, 0.27535], [2.38481, -1.18791, -0.20685], [1.38224, -1.68318, -0.68784], [3.52794, -1.87576, -0.12373], [-2.24049, -1.41797, -0.75937], [-3.43190, -1.42122, -0.99510], [-1.37540, -2.23731, -1.42033], [-2.21011, -2.20091, 1.60804], [-1.84072, -0.75688, 2.56691], [-3.35146, -0.78104, 1.44957], [-0.55422, -0.75064, 0.42661], [-2.82392, 0.89337, 0.05124], [0.30500, 0.43122, -1.02138], [0.91222, 3.34683, -1.05821], [0.56750, 2.31258, -2.34454], [0.83014, 0.48973, 1.54793], [1.74542, 1.96265, 1.15836], [3.24504, 0.32448, 1.18424], [3.00444, 0.74274, -0.61029], [3.43346, -2.85887, -0.25963], [-0.48276, -2.14368, -1.08716]], "lowdin_charge": [-0.024, -0.368, 0.121, -0.410, 0.065, -0.319, 0.062, -0.135, -0.093, -0.467, 0.071, 0.105, -0.460, 0.120, 0.128, 0.105, 0.096, 0.110, 0.109, 0.132, 0.113, 0.112, 0.080, 0.142, 0.124, 0.146, 0.122, 0.159, 0.053]}

3.
{"formula": "C8H14N2O5", "method": "ωB97M-V/def2-TZVPD", "smiles": "C[C@H](NC(=O)[C@@H](N)CCC(=O)O)C(=O)O", "de_lowest_kj_mol": 579.5, "fmax_ev_per_a": 6.70, "e_tot_ev": -21736.5938, "symbols": ["C", "C", "N", "C", "O", "C", "N", "C", "C", "C", "O", "O", "C", "O", "O", "H", "H", "H", "H", "H", "H", "H", "H", "H", "H", "H", "H", "H", "H"], "coordinates": [[-0.83616, -2.68009, 0.09180], [0.40323, -2.36755, -0.99595], [-0.05096, -0.95079, -1.28151], [0.86841, -0.14462, -0.64997], [2.08715, -0.56571, -0.58541], [0.20107, 1.18367, -0.31127], [-1.10571, 1.08801, -0.97052], [0.03972, 1.44246, 1.09186], [-0.48267, 2.84615, 1.42531], [-0.51864, 3.14450, 2.93255], [-0.18009, 2.31420, 3.89190], [-0.73072, 4.45095, 3.16636], [0.26532, -3.30466, -2.23222], [0.06470, -4.51193, -2.33750], [0.55104, -2.53411, -3.34358], [-0.90252, -3.83811, 0.40338], [-1.82032, -2.45542, -0.58511], [-0.91160, -1.89235, 0.87765], [1.35063, -2.41511, -0.49403], [-1.02292, -0.93516, -1.31555], [0.99369, 1.89089, -0.78851], [-1.73423, 1.94972, -0.92315], [-0.85237, 1.20419, -2.01441], [0.90453, 1.10739, 1.89356], [-0.74620, 0.67992, 1.35235], [-1.43699, 2.96473, 0.66397], [0.42602, 3.35928, 1.13478], [-0.80819, 5.05037, 4.19415], [0.67873, -1.57728, -3.08172]], "lowdin_charge": [-0.018, -0.179, 0.018, -0.367, 0.006, -0.385, 0.016, -0.224, -0.093, -0.446, -0.006, -0.011, -0.423, 0.094, 0.065, 0.117, 0.115, 0.063, 0.126, 0.076, 0.186, 0.104, 0.135, 0.195, 0.132, 0.170, 0.120, 0.298, 0.115]}

4.
{"formula": "C8H14N2O6", "method": "ωB97M-V/def2-TZVPD", "de_lowest_kj_mol": 718.5, "fmax_ev_per_a": 6.44, "e_tot_ev": -23782.6354, "symbols": ["C", "C", "C", "C", "C", "C", "C", "C", "H", "H", "H", "H", "H", "H", "H", "H", "H", "H", "H", "H", "H", "H", "N", "N", "O", "O", "O", "O", "O", "O"], "coordinates": [[-0.04891, -1.70376, -1.25440], [-0.68318, -0.33059, -0.81397], [1.37360, -1.78353, -2.09801], [2.21900, -3.14280, -2.26354], [0.05503, 1.67720, 0.42149], [1.17464, 2.06119, 1.36059], [-1.30097, 1.70005, 1.27219], [-1.53384, 0.54863, 2.30524], [-2.15164, -2.58009, -1.55275], [-0.56724, -3.67665, -2.18530], [0.45337, -1.89372, -0.14055], [2.07735, -0.97357, -1.69139], [0.24054, -1.36078, -3.78796], [2.70440, -2.99780, -3.27267], [2.91114, -3.50627, -1.46435], [1.34692, -3.98822, -2.20551], [1.15787, -0.18591, 0.21926], [0.07676, 2.53523, -0.34221], [-2.17356, 1.53586, 0.68664], [-1.40426, 2.45812, 2.15091], [-2.20157, -0.50441, 0.96566], [1.74770, 3.54643, 2.18262], [-0.95511, -2.48150, -2.04411], [0.26794, 0.35811, -0.10756], [-1.81191, 0.09331, -1.19466], [1.35216, -1.28615, -3.55497], [1.97119, 1.29307, 1.73167], [-1.16072, 0.85788, 3.47224], [-2.33088, -0.50204, 2.04494], [1.11270, 3.58106, 1.49101]], "lowdin_charge": [-0.350, -0.418, -0.319, -0.055, -0.195, -0.383, -0.019, -0.486, 0.216, 0.185, 0.175, 0.126, 0.184, 0.085, 0.067, 0.087, 0.181, 0.189, 0.089, 0.166, 0.167, 0.065, -0.043, 0.082, 0.032, -0.185, 0.182, 0.034, 0.089, 0.049]}

5.
{"formula": "C8H14N2PSTc", "method": "ωB97M-V/def2-TZVPD", "de_lowest_kj_mol": 0.0, "charge": 1, "fmax_ev_per_a": 3.82, "e_tot_ev": -33817.4730, "multiplicity": 4, "symbols": ["C", "C", "C", "C", "C", "Tc", "P", "H", "H", "H", "H", "H", "H", "H", "H", "S", "C", "N", "C", "C", "N", "H", "H", "H", "H", "H", "H"], "coordinates": [[0.45980, 0.01390, -2.22930], [-0.82350, -0.70160, -2.17450], [-0.62860, -1.86310, -1.42560], [0.77900, -1.88940, -1.00230], [1.46760, -0.79700, -1.61810], [0.00000, 0.00000, 0.00000], [-0.52400, 2.17100, 0.40110], [0.63970, 0.93300, -2.79140], [-1.76010, -0.35570, -2.61430], [-1.38250, -2.60680, -1.16310], [2.53530, -0.58320, -1.56430], [1.24980, -2.70370, -0.44670], [-1.49130, 2.42660, 1.40250], [-1.04800, 2.93810, -0.66940], [0.52670, 3.01790, 0.83230], [-0.01810, -1.78440, 1.47650], [-0.26930, -0.82900, 2.76560], [0.75250, -0.34080, 3.58240], [0.17360, 0.42000, 4.66110], [-1.35920, 0.36420, 4.41780], [-1.52530, -0.43540, 3.22760], [1.75970, -0.51130, 3.44670], [0.54650, 1.46550, 4.62850], [0.43900, -0.05290, 5.63110], [-1.77160, 1.38080, 4.24520], [-1.87710, -0.12100, 5.27290], [-2.42720, -0.67850, 2.79290]], "mulliken_spin": [-0.044, -0.043, 0.093, -0.159, 0.157, 2.765, -0.038, 0.006, 0.004, 0.016, 0.047, -0.005, 0.035, 0.006, 0.009, 0.050, -0.025, 0.057, -0.003, -0.008, 0.060, 0.007, 0.002, 0.001, 0.003, 0.002, 0.006]}

6.
{"formula": "C8H14N2S", "method": "ωB97M-V/def2-TZVPD", "smiles": "Cn1ccs/c1=N\\C(C)(C)C", "de_lowest_kj_mol": 185.7, "fmax_ev_per_a": 5.55, "e_tot_ev": -22336.9446, "symbols": ["C", "N", "C", "C", "S", "C", "N", "C", "C", "C", "C", "H", "H", "H", "H", "H", "H", "H", "H", "H", "H", "H", "H", "H", "H"], "coordinates": [[1.96864, 2.25713, -0.07351], [2.20076, 0.86756, 0.06443], [3.44799, 0.33741, 0.06519], [3.60290, -0.97620, 0.07477], [1.96522, -1.64904, 0.19500], [1.17098, -0.04152, 0.06149], [0.04951, 0.37468, -0.06155], [-1.16650, -0.52949, -0.04846], [-1.26757, -1.47277, 1.12628], [-2.26994, 0.47874, -0.09441], [-1.09318, -1.27095, -1.43266], [2.55943, 2.46060, -0.86086], [0.96492, 2.44184, -0.35414], [2.38014, 2.73883, 0.78735], [4.34957, 0.93495, 0.00877], [4.53461, -1.50754, 0.20582], [-0.26959, -1.81446, 1.39008], [-1.72643, -0.98713, 2.06639], [-1.74710, -2.32596, 0.70452], [-1.97118, 1.09149, -0.98942], [-2.25389, 1.17775, 0.71173], [-3.28395, 0.02604, -0.23966], [-0.54437, -2.22383, -1.47815], [-2.14649, -1.47342, -1.68984], [-0.63366, -0.62848, -2.19578]], "lowdin_charge": [-0.014, -0.159, -0.235, -0.382, 0.995, -0.624, 0.085, -0.615, -0.046, -0.083, -0.052, 0.055, 0.083, 0.098, 0.129, 0.067, 0.020, 0.119, 0.070, 0.095, 0.066, 0.098, 0.067, 0.079, 0.084]}

7.
{"formula": "C8H14N2S", "method": "ωB97M-V/def2-TZVPD", "de_lowest_kj_mol": 484.4, "fmax_ev_per_a": 5.14, "e_tot_ev": -22333.8483, "symbols": ["C", "C", "C", "C", "C", "C", "C", "C", "N", "N", "S", "H", "H", "H", "H", "H", "H", "H", "H", "H", "H", "H", "H", "H", "H"], "coordinates": [[-1.58315, -2.27640, 0.85835], [-1.66122, -2.24367, -0.47643], [-1.44086, -0.07701, 1.55266], [-1.11167, 0.42390, 0.21971], [1.09852, -0.98178, 0.45809], [1.16561, 1.52984, 0.86021], [1.20537, 0.61586, -1.40888], [0.72094, 0.43352, -0.00404], [-1.71669, -1.29306, 1.75746], [-3.41484, -0.56702, -0.93988], [-1.90702, -0.67094, -1.20569], [-1.72921, -3.14070, 1.37539], [-1.87966, -3.15289, -1.03534], [-1.86231, 0.47872, 2.34207], [-1.46383, 1.48858, 0.09115], [0.90873, -1.85820, -0.20587], [0.71299, -1.16795, 1.45006], [2.19244, -1.00723, 0.54349], [2.22343, 1.37352, 1.03813], [1.12619, 2.48335, 0.26279], [0.57398, 1.63725, 1.74953], [2.31934, 0.60804, -1.21370], [0.79948, 1.58322, -1.83423], [0.95714, -0.20351, -2.07271], [-3.79886, 0.06367, -1.60097]], "lowdin_charge": [-0.249, -0.267, -0.206, -0.244, -0.080, -0.080, -0.085, -0.554, 0.054, -0.355, 0.909, 0.083, 0.087, 0.107, 0.123, 0.091, 0.071, 0.085, 0.089, 0.108, 0.078, 0.111, 0.106, 0.066, -0.049]}

8.
{"formula": "C8H14N3O", "method": "ωB97M-V/def2-TZVPD", "de_lowest_kj_mol": 465.3, "charge": 1, "fmax_ev_per_a": 3.96, "e_tot_ev": -15029.4672, "symbols": ["C", "C", "C", "C", "C", "C", "C", "C", "N", "N", "N", "O", "H", "H", "H", "H", "H", "H", "H", "H", "H", "H", "H", "H", "H", "H"], "coordinates": [[1.39225, 0.87544, 1.90042], [-1.37513, -0.01410, 0.73631], [-0.58595, -0.39159, -1.60972], [-0.66385, -1.33608, 0.85741], [0.79950, -0.83798, -1.10095], [1.49629, -0.29514, 1.18143], [-1.10011, 0.67420, -0.65209], [-0.06108, 1.81327, -0.50932], [0.89050, 2.05694, 1.74208], [0.28559, 2.38744, 0.60433], [0.70633, -1.21441, 0.35458], [-0.13669, 2.56280, -1.63640], [2.12577, 0.96518, 2.65291], [-2.42977, -0.25764, 0.87896], [-1.12192, 0.70717, 1.49729], [-0.54559, -0.11790, -2.61752], [-1.34377, -1.14112, -1.62604], [-0.46548, -1.76145, 1.80340], [-1.22718, -2.13460, 0.25415], [1.25803, -1.58688, -1.76785], [1.40430, 0.11851, -0.96469], [1.99616, -0.99891, 1.82754], [-1.88754, 1.20484, -1.14357], [0.35656, 3.41797, 0.54217], [1.01697, -2.25363, 0.27863], [0.29733, 3.35136, -1.54410]], "lowdin_charge": [-0.186, -0.074, -0.120, -0.126, -0.074, -0.072, -0.158, -0.247, 0.022, 0.063, -0.118, 0.161, 0.113, 0.137, 0.105, 0.114, 0.115, 0.130, 0.167, 0.147, 0.135, 0.106, 0.153, 0.194, 0.231, 0.081]}

9.
{"formula": "C8H14N3PmS", "method": "ωB97M-V/def2-TZVPD", "de_lowest_kj_mol": 28.9, "charge": 2, "fmax_ev_per_a": 3.17, "e_tot_ev": -40364.7224, "multiplicity": 5, "symbols": ["C", "C", "H", "H", "H", "H", "Pm", "C", "C", "C", "C", "H", "H", "H", "C", "H", "H", "N", "N", "C", "N", "S", "H", "H", "H", "H", "H"], "coordinates": [[1.75821, -1.63511, -0.17678], [1.59790, -1.40749, 1.15532], [2.46728, -1.03641, -0.82994], [1.12458, -2.36700, -0.74662], [0.80614, -1.91982, 1.76857], [2.14718, -0.58242, 1.71524], [0.18088, 0.34804, 0.04068], [-1.84315, -0.42296, -1.39624], [-1.86507, -1.41654, -0.35336], [-2.22571, 0.66640, 0.63391], [-2.09678, 0.86952, -0.79838], [-1.59823, -2.49074, -0.47167], [-2.05619, -1.20572, 1.91160], [-2.28216, 1.47730, 1.40400], [-2.07680, -0.74388, 0.89838], [-1.97498, 1.87147, -1.29738], [-1.61433, -0.60192, -2.47110], [1.24889, 1.37826, -1.83598], [2.33444, 1.51143, -0.68437], [2.09022, 2.16503, 0.49744], [3.13987, 2.32088, 1.33671], [0.54067, 2.76259, 0.90125], [0.32207, 1.82857, -1.51295], [1.56575, 2.01915, -2.57666], [3.27638, 1.19342, -1.02485], [2.96449, 2.80673, 2.20963], [4.10313, 2.05983, 1.17254]], "mulliken_spin": [0.000, 0.007, -0.002, 0.000, -0.001, 0.000, 4.061, -0.007, -0.018, -0.005, -0.023, 0.001, 0.002, 0.003, -0.006, 0.000, 0.000, 0.001, -0.003, 0.001, 0.000, -0.011, 0.000, 0.000, 0.001, 0.000, 0.000]}